DFT (ωB97M-V with the def2-TZVPD basis set) results for 6 unconnected molecules or ions with the total composition C44H88BClN2O18.

The geometry in XYZ format:
```
154
Properties=species:S:1:pos:R:3:forces:R:3
C 3.10103 1.66347 5.07304 -0.207 0.117 -0.100
C 3.30197 2.01783 3.60630 0.221 -0.292 0.200
O 3.51645 3.39279 3.34830 -0.072 -0.006 -0.005
C 2.58252 4.27902 3.92740 -0.105 0.272 -0.148
C 1.12413 4.04517 3.50414 0.171 0.040 0.063
O 0.53270 5.24526 3.02007 0.054 -0.044 0.099
C -0.35481 5.84866 3.91983 -0.016 0.026 0.087
C -1.63621 5.08644 4.20583 0.198 -0.112 -0.143
C -2.13228 5.20460 5.46632 0.183 0.190 0.375
C -3.29849 4.55246 5.89402 0.116 0.239 0.189
N -3.73231 4.73634 7.17210 -0.192 -0.229 -0.143
C -4.82618 4.09278 7.47567 0.141 0.253 0.326
C -5.52769 3.28738 6.55636 -0.167 -0.195 -0.278
N -5.13454 3.10910 5.32495 0.026 0.038 0.144
C -3.97529 3.73872 4.98022 -0.215 -0.125 -0.235
C -3.49187 3.59796 3.65369 -0.022 -0.183 -0.423
B -4.31007 2.68291 2.63768 -0.100 -0.188 -0.122
C -4.56458 1.15432 2.87971 -0.258 0.182 -0.013
O -4.82645 3.26135 1.47859 -0.140 0.185 0.561
C -2.35502 4.27153 3.28981 -0.068 0.025 0.080
Cl -1.80266 4.09055 1.64537 -0.001 0.051 0.073
H 3.22097 0.58938 5.19898 -0.002 -0.073 0.027
H 3.82110 2.17077 5.71241 0.106 0.004 -0.010
H 2.09687 1.92398 5.41031 -0.008 0.015 0.092
H 4.19531 1.51132 3.24331 0.070 0.104 -0.085
H 2.46830 1.62395 3.01561 -0.111 0.087 -0.037
H 2.85169 5.27250 3.57170 0.096 -0.004 -0.077
H 2.68038 4.30050 5.01712 -0.003 -0.152 0.061
H 1.08241 3.32605 2.68735 0.037 -0.063 -0.053
H 0.55388 3.64808 4.34727 -0.186 -0.074 -0.064
H 0.13873 6.00383 4.88567 -0.002 0.070 0.042
H -0.59962 6.84099 3.53863 0.033 -0.027 -0.258
H -1.61246 5.82144 6.18864 0.006 -0.017 0.086
H -5.21690 4.20052 8.48092 0.046 0.037 0.056
H -6.44002 2.79759 6.87584 -0.049 -0.040 -0.052
H -3.85796 0.55117 2.30594 0.114 -0.038 0.035
H -4.53814 0.85496 3.92271 0.198 -0.059 0.073
H -5.54997 0.90068 2.48026 -0.023 -0.038 -0.023
H -5.74110 3.53705 1.62115 0.077 -0.047 -0.329
C -1.87788 1.27140 -1.16175 0.128 0.045 -0.007
O -0.88216 0.51864 -0.50151 -0.188 -0.212 -0.013
C -1.03500 0.50796 0.90794 0.241 0.108 -0.146
C -0.55468 -0.79229 1.51015 0.062 0.017 0.108
O -1.42253 -1.89326 1.29682 -0.014 -0.015 0.045
C -1.44851 -2.46854 0.00113 -0.127 -0.029 -0.074
C -0.22971 -3.29031 -0.34806 0.061 0.026 -0.203
O 0.88586 -2.45736 -0.62414 -0.003 0.061 0.233
C 2.11855 -3.04502 -0.27796 -0.017 0.021 -0.088
H -1.77854 2.34146 -0.94997 -0.058 0.007 0.008
H -1.75241 1.11065 -2.23173 0.034 0.015 0.007
H -2.88230 0.94341 -0.87111 -0.008 0.029 0.020
H -2.08309 0.66546 1.17927 -0.016 0.009 -0.020
H -0.44024 1.32994 1.32988 -0.100 0.021 0.123
H -0.53767 -0.65735 2.59504 -0.007 0.004 -0.001
H 0.46428 -1.01622 1.18851 -0.033 0.035 -0.127
H -1.63493 -1.71222 -0.76438 0.126 0.018 -0.012
H -2.30423 -3.14760 0.01200 0.003 0.001 0.010
H -0.45956 -3.88786 -1.24148 -0.022 -0.107 0.062
H -0.00216 -3.97536 0.47653 -0.001 0.017 0.031
H 2.12664 -3.36028 0.77179 0.022 -0.055 -0.017
H 2.89258 -2.29183 -0.41787 -0.009 0.001 -0.046
H 2.34363 -3.90840 -0.91646 0.020 -0.039 0.051
C -0.63216 -0.55823 -9.64564 0.050 0.101 0.059
O -0.78389 -0.41749 -8.25208 -0.078 -0.270 0.011
C -2.11027 -0.10957 -7.85968 0.146 0.125 -0.008
C -2.43344 -0.68706 -6.50076 -0.049 0.074 0.095
O -2.63777 -2.08990 -6.49448 -0.069 -0.034 -0.010
C -1.49921 -2.93032 -6.57665 0.022 -0.107 -0.066
C -0.68479 -3.00524 -5.30467 0.236 0.016 -0.115
O 0.09121 -1.83716 -5.11733 -0.334 0.141 0.087
C 0.27234 -1.53565 -3.74850 0.176 -0.017 -0.033
H -0.76816 0.39898 -10.16237 -0.034 -0.023 -0.042
H 0.37928 -0.91618 -9.82958 0.013 0.036 0.012
H -1.34235 -1.28809 -10.05099 -0.016 0.024 -0.015
H -2.82779 -0.49634 -8.59249 0.001 -0.028 -0.007
H -2.21962 0.98231 -7.80780 -0.119 0.001 -0.041
H -3.39395 -0.26534 -6.19485 0.003 0.003 0.008
H -1.68804 -0.38719 -5.76149 0.110 -0.032 -0.097
H -0.86676 -2.66872 -7.42751 0.065 0.107 0.078
H -1.90637 -3.92795 -6.76154 0.000 0.007 -0.016
H -0.00476 -3.86698 -5.37351 -0.095 -0.090 0.047
H -1.35932 -3.16481 -4.45442 -0.017 0.010 0.002
H -0.68967 -1.46868 -3.22673 0.024 -0.024 0.036
H 0.77146 -0.57094 -3.67955 0.030 -0.016 -0.027
H 0.89262 -2.28940 -3.25328 -0.055 0.013 0.078
C -1.84473 11.73789 -2.78180 0.085 -0.067 -0.066
O -0.87626 10.98136 -2.09309 -0.152 0.030 0.232
C 0.10326 11.77631 -1.44765 0.025 -0.094 -0.162
C 0.61183 11.11350 -0.18794 0.127 -0.014 0.018
O -0.29560 11.15068 0.90053 0.002 0.047 0.044
C -1.39719 10.25854 0.88145 -0.118 0.037 0.028
C -1.04216 8.82023 1.18214 -0.091 -0.174 -0.117
O -0.40979 8.20018 0.08092 0.232 0.213 -0.008
C 0.51295 7.19859 0.46403 -0.132 0.042 -0.050
H -1.41127 12.25001 -3.64881 -0.028 0.051 0.011
H -2.61201 11.04798 -3.12860 0.027 -0.014 -0.025
H -2.31101 12.48009 -2.12373 0.014 0.024 -0.016
H -0.30643 12.76071 -1.19363 -0.024 0.000 0.015
H 0.95104 11.91784 -2.13191 0.025 0.118 0.038
H 1.47495 11.69181 0.15057 0.006 -0.008 -0.001
H 0.95224 10.09638 -0.39161 -0.124 -0.023 -0.081
H -1.95762 10.33240 -0.05269 0.093 -0.092 -0.066
H -2.04760 10.60564 1.68811 -0.003 0.003 -0.007
H -1.96848 8.27390 1.41437 0.009 0.018 0.129
H -0.39152 8.79227 2.06543 0.031 0.027 0.001
H 1.25465 7.59792 1.16642 -0.012 -0.030 0.027
H 1.02988 6.86831 -0.43536 -0.055 -0.022 -0.019
H 0.00979 6.34912 0.93021 0.052 -0.036 0.013
C -3.04217 -7.02120 -6.57840 0.078 -0.080 -0.046
O -2.10748 -7.63413 -5.71866 -0.165 0.091 0.239
C -1.09720 -6.74689 -5.27246 0.014 -0.158 -0.154
C -0.62918 -7.08683 -3.87614 0.131 -0.003 0.008
O -1.53954 -6.72671 -2.85075 0.025 0.069 0.054
C -2.69004 -7.53403 -2.66347 -0.117 0.052 0.002
C -2.42036 -8.86398 -1.99826 -0.082 -0.160 -0.068
O -1.81811 -9.77961 -2.89674 0.204 0.180 -0.020
C -0.95083 -10.69247 -2.26464 -0.103 -0.045 -0.040
H -2.58513 -6.74846 -7.53705 -0.024 0.053 0.000
H -3.83895 -7.73991 -6.76104 0.027 -0.021 -0.021
H -3.47567 -6.12462 -6.12030 0.015 0.019 -0.021
H -1.46230 -5.71439 -5.28015 -0.039 -0.008 0.016
H -0.24049 -6.81996 -5.95702 0.045 0.147 0.025
H 0.25956 -6.48078 -3.68140 0.009 -0.006 -0.005
H -0.33645 -8.13635 -3.80574 -0.128 -0.038 -0.065
H -3.23986 -7.67035 -3.59685 0.087 -0.110 -0.038
H -3.32411 -6.95837 -1.98505 -0.005 0.003 -0.007
H -3.37677 -9.28197 -1.65572 0.008 0.048 0.112
H -1.77921 -8.70435 -1.12360 0.027 0.013 -0.005
H -0.18567 -10.17173 -1.67722 -0.016 -0.011 0.029
H -0.45838 -11.26971 -3.04505 -0.036 -0.015 -0.009
H -1.49948 -11.37896 -1.60946 0.037 0.005 0.043
C 5.13887 -4.64236 6.49965 0.045 0.115 -0.028
O 5.82225 -4.46600 5.27991 -0.098 -0.241 -0.084
C 7.09436 -5.09109 5.25368 -0.034 0.189 0.021
C 7.45266 -5.55736 3.86123 0.110 0.031 -0.043
O 6.75300 -6.71286 3.43221 0.026 -0.057 -0.008
C 5.39990 -6.56656 3.03715 -0.089 -0.074 0.052
C 5.20719 -5.91045 1.68928 -0.135 0.133 -0.024
O 5.42931 -4.51229 1.75833 0.256 -0.042 0.083
C 5.93486 -3.96801 0.56055 -0.157 0.026 0.027
H 5.63366 -4.10563 7.31744 -0.005 -0.045 0.037
H 4.13474 -4.24144 6.37260 0.017 0.035 -0.001
H 5.06234 -5.70351 6.76240 0.020 0.004 0.025
H 7.11545 -5.94945 5.93469 -0.021 -0.019 -0.003
H 7.85136 -4.36638 5.58295 0.072 -0.086 0.060
H 8.50170 -5.86165 3.88605 0.002 0.007 -0.006
H 7.36067 -4.74180 3.14118 -0.127 0.037 0.062
H 4.81137 -6.05823 3.80370 0.039 0.127 -0.054
H 5.02417 -7.58897 2.95303 -0.003 0.001 0.005
H 4.17397 -6.08858 1.36012 0.025 -0.099 -0.065
H 5.88617 -6.37284 0.96375 0.030 0.002 0.006
H 6.84404 -4.48762 0.23744 -0.026 -0.024 -0.022
H 6.18003 -2.92485 0.75189 -0.044 0.009 0.007
H 5.18842 -4.01640 -0.24139 0.064 -0.011 -0.063
```
Forces are in eV/Å.

## Properties
* orbital gap: 8.5 eV
* DFT total energy: -3677.8991 Ha
* total charge: 0
* strongest force on any atom: 0.6 eV/Å
* structure (SMILES): CCOCCOCc1cc2nccnc2c(B(C)O)c1Cl.COCCOCCOC.COCCOCCOC.COCCOCCOC.COCCOCCOC.COCCOCCOC
* molar mass: 979.45 g/mol
* E_LUMO: -0.556 eV
* multiplicity: 1